The following is a quantum chemistry calculation of a gas-phase ion, C4H10NO2S (charge +1) in a non-equilibrium geometry, from the Open Molecules 2025 dataset.

**E_tot**: -20719.4435 eV
**Charge**: +1
**Max |F|**: 0.06840 Eh/bohr
**Spin multiplicity**: 1
**Highest occupied orbital energy (spin up / spin down)**: -0.458 / -0.383 Ha

XYZ file:
```
18
C4H10NO2S, DFT ωB97M-V/def2-TZVPD
C 1.15525 0.14592 0.71112
C 0.82943 -1.32078 -1.12987
C -0.29113 0.78619 0.76973
C -1.41268 -0.27456 0.45165
N 1.35175 -0.02634 -0.73950
O -0.23129 1.88754 -0.09470
O -1.44765 -1.33936 1.22941
S -2.61554 0.03710 -0.78650
H 1.78275 0.78331 1.30643
H 1.10714 -0.89782 1.07481
H 1.30374 -2.07735 -0.59927
H 0.30608 -1.42042 -2.12760
H -0.32022 1.16873 1.77961
H 0.97513 0.67235 -1.26902
H 2.32246 0.02174 -0.90215
H -0.77217 2.62912 0.29837
H -2.27259 -1.87371 1.18301
H -1.77047 1.09831 -1.15555
```